ORCA calculation (ωB97M-V/def2-TZVPD) on a 9-piece molecular cluster, C65H147N9O11 overall.

Summary:
- electronic energy (hartree) = -3884.847257
- energy above the lowest of the compared OMol25 structures with the same formula, charge and spin (eV) = 0.000
- orbital gap (eV) = 8.5
- SMILES = CC1(C)CCCC(C)(C)N1O.CC1(C)CCCC(C)(C)N1O.CC1(C)CCCC(C)(C)N1O.CC1(C)CCCC(C)(C)N1O.CC1(C)CCCC(C)(C)N1O.COC[C@H](C)N.COC[C@H](C)N.COCCNCCOC.COCCNCCOC

Last column: Löwdin charge in e.
Cartesian coordinates (Å):
H  6.3588  14.7879  8.1141  0.103
H  6.2194  21.3869  7.7250  0.116
H  3.3532  14.3685  5.0374  0.075
H  5.6351  21.4842  5.3334  0.112
C  10.6094  3.1025  2.5194  -0.045
H  6.8766  7.3172  -0.9404  0.088
H  4.7452  9.2816  10.0498  0.045
H  11.5695  10.4629  10.4128  0.076
C  9.4799  4.6612  5.8014  -0.159
H  13.0447  11.5250  5.7628  0.078
H  9.8054  9.6963  4.7731  0.112
C  5.2097  12.6364  5.6170  -0.128
H  12.7033  11.9331  7.8479  0.096
H  6.2129  17.1861  9.0156  0.102
C  9.1167  9.0504  6.6990  -0.179
H  5.3513  15.1314  3.7327  0.059
H  3.0227  16.7452  3.3901  0.109
H  7.3407  19.4298  2.1313  0.122
H  7.7959  4.8370  8.9036  0.111
C  6.0960  20.5812  5.7384  -0.168
H  -2.3332  17.2700  9.0760  0.061
C  6.2957  17.4828  5.4024  -0.019
C  7.3524  19.6032  7.7805  -0.496
H  1.6772  18.3645  8.8128  0.059
O  4.3218  8.4645  10.3568  -0.013
H  8.4462  10.4363  9.6642  0.074
H  5.6540  8.3429  -0.3041  0.079
N  -1.6272  17.8620  9.5074  0.025
H  9.1537  8.3476  -1.4628  0.129
C  10.3172  10.0736  8.6239  -0.505
C  6.9316  13.9275  8.5140  -0.203
H  5.5415  4.9794  8.3304  0.129
H  7.8834  10.5825  2.3248  0.074
H  6.3424  4.8824  10.8698  0.121
H  6.2801  18.1058  0.4405  0.120
H  9.4897  19.9430  7.3217  0.085
H  -1.8777  18.8187  9.2825  0.064
C  5.6114  18.8157  0.9508  -0.234
H  -0.5735  17.9065  7.7140  0.132
N  6.3623  18.5197  7.7054  -0.100
C  8.1051  15.4586  11.6588  -0.115
H  7.1974  17.9831  5.0234  0.066
N  6.0552  12.8133  8.8383  -0.051
N  4.7820  18.2832  2.0126  -0.034
C  3.8628  6.8918  7.9584  -0.038
H  11.1633  9.7292  0.7464  0.087
C  7.5063  9.3729  -0.5130  -0.421
H  5.3402  8.5143  6.8288  0.073
H  8.9601  8.4218  8.7378  0.067
H  5.5729  9.3624  8.3022  0.073
H  7.3617  4.2133  5.4123  0.124
C  5.9275  10.9078  3.3025  -0.485
H  7.1654  20.1264  0.4903  0.121
C  4.9162  13.1162  9.7160  -0.178
H  5.4292  9.9594  5.1599  0.112
C  6.0741  5.9324  8.2860  -0.138
O  7.1944  15.1129  10.6487  -0.197
H  4.3158  12.1824  6.0504  0.128
H  11.3984  8.2263  -0.1465  0.091
H  8.1748  13.3956  10.1479  0.105
H  10.8515  12.8770  6.0945  0.085
C  6.1583  7.0751  10.9834  -0.512
C  6.4537  11.7598  5.6611  -0.189
H  5.9023  22.3973  0.4735  0.090
H  3.2932  6.1080  8.4555  0.089
H  11.2646  5.8700  2.2404  0.076
H  11.2365  3.5629  5.1401  0.123
H  4.5424  21.2190  0.7179  0.079
C  12.3978  10.6777  5.5431  -0.033
H  6.7402  14.1979  4.1503  0.078
H  8.3961  9.8636  6.8279  0.091
H  3.6445  16.8285  1.0205  0.123
H  4.4103  19.4911  5.1035  0.108
H  7.7344  5.7318  11.2657  0.126
H  2.2034  13.3899  12.1676  0.088
H  7.0397  12.1014  1.8962  0.080
C  11.0392  10.6994  6.2447  -0.495
C  10.2334  4.3040  3.3951  -0.524
H  5.7573  17.4111  4.4503  0.066
H  8.6134  18.8955  6.1549  0.063
C  7.8319  14.3124  9.6662  -0.211
N  5.1549  7.4111  9.9756  -0.110
C  7.3377  5.8052  9.1361  -0.164
H  6.2085  8.7670  2.8619  0.065
H  4.8566  5.8909  12.1898  0.084
O  6.8622  17.3605  8.3244  -0.017
H  12.2235  10.6278  4.4617  0.088
O  9.4797  8.5545  0.5578  -0.202
H  4.4925  9.3070  2.9077  0.097
H  9.0777  18.2905  7.7282  0.075
H  7.4269  13.6096  7.5911  0.107
H  9.6028  11.7529  9.8937  0.076
H  5.8360  5.7659  3.9922  0.087
H  8.1167  6.5248  8.8836  0.093
C  7.1717  8.2078  11.1837  -0.020
H  4.7069  16.4104  7.3312  0.063
H  3.7497  17.1598  6.0410  0.053
C  8.3096  7.0467  3.8329  -0.018
H  6.9247  9.2431  -2.5391  0.067
C  11.2723  5.4138  3.2319  -0.016
H  3.9306  13.0856  12.1457  0.081
C  10.8674  8.6732  0.7077  -0.120
C  5.4215  6.8234  12.2998  -0.033
C  4.8535  13.0355  4.1862  -0.490
H  2.7098  12.8640  4.4173  0.088
H  7.2212  9.9800  4.7387  0.101
H  3.1465  14.0718  3.2601  0.076
H  10.4857  7.9875  7.9749  0.130
O  4.3869  12.1263  2.0172  0.000
H  6.4914  5.9753  2.4024  0.065
H  9.5977  9.9671  -0.9589  0.121
H  7.8267  8.3771  10.3306  0.041
C  6.8778  5.7873  10.5754  -0.139
H  4.2986  13.7829  9.0818  0.109
H  5.0434  19.2326  0.1037  0.104
H  8.3597  19.4436  9.8001  0.076
H  6.6490  11.3566  6.6624  0.087
C  6.6363  19.8499  1.4154  -0.217
H  8.7416  11.5597  8.3674  0.059
C  6.8735  20.8545  7.0201  -0.135
C  0.7269  18.4679  9.3397  -0.060
H  0.7950  17.9493  4.5428  0.093
C  5.2510  7.1965  8.5235  -0.480
C  5.5883  18.2742  6.5073  -0.503
C  10.2235  9.4918  5.7693  -0.137
H  9.7252  2.7801  4.9260  0.124
C  11.1087  9.6245  9.8851  -0.034
C  5.3173  21.8235  1.1987  -0.107
C  2.5938  17.5193  2.7341  -0.240
H  2.5719  14.7922  8.1945  0.066
H  4.7684  22.5267  1.8260  0.089
H  3.8887  11.3226  9.0634  0.124
H  0.9012  18.1576  10.3721  0.083
H  0.4372  19.5198  9.3226  0.074
H  8.6009  14.5970  12.1233  0.089
H  7.3984  10.7962  -2.0667  0.067
H  1.1175  13.8806  8.6635  0.086
H  4.6040  11.1821  10.6245  0.115
H  3.9751  6.6246  6.9031  0.083
H  -0.9631  15.6546  8.3967  0.124
C  2.9563  12.6412  11.9276  -0.099
C  1.5386  14.5629  7.9250  -0.080
N  4.8398  11.8620  3.3301  -0.105
C  4.0642  11.8972  9.9769  -0.226
H  5.2342  13.7401  10.5464  0.109
C  -0.3670  17.5964  8.7438  -0.438
H  9.3601  12.0814  6.3608  0.057
H  7.5851  16.0064  12.4422  0.088
H  6.6297  19.8445  9.8289  0.086
C  4.9744  19.5556  6.0390  -0.135
H  12.2720  4.9985  3.3774  0.090
N  11.2729  10.6342  7.6961  -0.095
H  6.3384  4.3063  3.1510  0.090
H  8.5822  8.1461  6.4111  0.083
H  6.1060  6.6077  13.1251  0.086
O  2.3983  18.7182  3.4360  -0.184
O  6.1355  21.0268  2.0221  -0.201
C  1.7248  18.5115  4.6548  -0.106
H  8.6382  14.8786  9.1824  0.132
H  10.8776  3.2878  1.4775  0.081
H  6.9275  8.3655  7.7607  0.057
H  11.0997  6.2283  3.9365  0.058
H  12.9213  9.7335  5.7187  0.088
H  3.5905  11.5918  1.9405  0.107
H  6.5658  16.4857  5.7451  0.075
C  9.7409  8.7804  8.0744  -0.136
H  6.0282  14.0043  2.5557  0.076
H  10.0011  11.9552  4.7656  0.078
H  7.3336  12.3505  5.4043  0.088
C  -0.0296  16.1151  8.7778  -0.218
C  3.5106  17.7734  1.5554  -0.211
H  6.3899  5.9016  7.2352  0.087
H  11.9365  8.9921  9.5584  0.086
C  5.5233  9.5890  2.6694  -0.031
O  11.8316  11.8044  8.2346  -0.001
H  10.8384  8.6281  5.4751  0.113
H  2.3672  17.9295  5.3356  0.053
H  2.8307  11.7823  12.5951  0.090
H  1.4959  14.0581  6.9584  0.079
H  3.2102  7.7713  7.9791  0.083
N  7.0167  9.9079  -1.7901  0.033
H  10.0179  5.6090  5.9257  0.102
H  7.7379  21.0309  9.2921  0.077
H  4.6546  19.0670  2.6463  0.098
O  0.9574  15.8662  7.7925  -0.189
H  6.8720  7.7678  0.8021  0.050
C  7.2721  11.4022  2.7058  -0.012
H  0.1368  15.6950  9.7707  0.131
H  9.3970  4.2091  6.7897  0.105
C  5.7888  14.1391  3.6073  -0.004
C  7.9991  5.5427  3.8557  -0.492
H  11.2418  8.1536  1.5873  0.070
H  6.6196  9.1477  11.3041  0.082
H  8.1156  4.2467  1.3783  0.103
H  1.6562  17.0547  2.3936  0.127
H  7.9072  11.9585  3.3967  0.062
C  8.0593  5.0503  5.3148  -0.123
H  7.3718  10.1653  0.2204  0.113
C  10.2099  3.7545  4.8112  -0.144
H  4.3178  20.1198  6.7081  0.128
C  7.5608  19.9495  9.2657  -0.034
H  9.7805  2.3887  2.4796  0.087
H  1.5979  19.4541  5.1828  0.094
H  11.4318  2.5122  2.9346  0.084
H  10.4255  9.1699  10.6034  0.079
H  3.0008  18.4275  0.8296  0.119
C  4.3901  17.3609  6.8999  -0.024
C  9.2328  11.0191  9.1831  -0.014
H  5.4958  13.5515  6.1447  0.108
H  8.9016  16.0974  11.2547  0.090
O  8.7277  4.9294  1.6715  -0.008
H  8.2079  7.4302  2.8135  0.071
H  7.6525  7.5266  4.5539  0.072
N  8.8745  4.6847  3.0573  -0.104
H  6.6880  20.1805  4.9102  0.099
H  7.8200  8.1216  12.0573  0.090
C  6.2804  10.5279  4.7794  -0.123
H  9.3676  7.1860  4.0573  0.059
C  8.7219  19.1797  7.2010  -0.029
H  5.6544  12.4699  7.9771  0.047
H  5.4646  9.6600  1.5774  0.065
C  3.4477  13.6543  4.2197  -0.040
C  6.7211  8.1195  -0.2163  -0.064
C  6.5770  5.3592  3.2960  -0.025
H  3.7787  17.9151  7.6192  0.082
H  7.8118  5.8027  6.0599  0.076
H  7.6581  21.5877  6.8222  0.121
C  5.8410  8.4305  7.7927  0.016
H  4.7028  7.5827  12.5914  0.078
C  10.3048  11.9768  5.8113  -0.020
C  8.9996  9.0946  -0.6686  -0.202
O  2.8385  12.2163  10.5876  -0.179